No. 1
A 2-piece molecular cluster, C4H8O2S overall in a non-equilibrium geometry. Source: OMol25; level of theory: ωB97M-V/def2-TZVPD.

## Properties
LUMO   -0.217 eV
Energy relative to the best compared isomer or geometry (same formula, charge and spin)   4.019 eV
Calculated total energy   -19204.3796 eV

Geometry as ORCA input:
```
! wB97M-V def2-TZVPD RIJCOSX def2/J DEFGRID3
* xyz 0 1
C 0.1999 0.4760 1.6664
C -0.2813 0.4620 0.2344
C 0.6187 0.0040 -0.7994
C -0.6490 -0.8213 -0.4472
H -0.6432 0.6095 2.3353
H 0.8327 1.2800 1.9658
H 0.6251 -0.5274 1.9813
H -2.0349 1.3641 -0.1094
H 1.4980 -0.3886 -0.3892
H 2.4243 0.2961 -2.4633
H -1.5099 -0.6674 -1.1876
H -0.3060 -2.6845 -0.6334
O -1.0358 1.6153 -0.0598
O -0.4915 -2.0350 0.1138
S 0.7529 1.0172 -2.2076
*
```

No. 2
C4H8O2S in the gas phase in a non-equilibrium geometry. Source: OMol25; level of theory: ωB97M-V/def2-TZVPD.

## Properties
LUMO   0.775 eV
Energy relative to the best compared isomer or geometry (same formula, charge and spin)   1.741 eV
Calculated total energy   -19206.6572 eV

Geometry as ORCA input:
```
! wB97M-V def2-TZVPD RIJCOSX def2/J DEFGRID3
* xyz 0 1
C 0.0002 1.3694 0.9652
C -1.3919 1.0538 0.7000
C 0.3887 -0.5524 -0.1746
C 0.3800 -0.9755 -1.6441
O 0.7894 0.7542 0.0105
O 1.1772 -1.4164 0.6736
S -1.4960 -0.7500 0.3849
H 0.1906 2.4234 0.8081
H 0.3265 1.0877 2.0809
H -1.9546 1.3393 1.5164
H -1.7392 1.5925 -0.1606
H -0.3330 -0.5751 -2.3526
H 0.1254 -2.0748 -1.8345
H 1.3540 -0.6448 -2.1642
H 1.7476 -1.0134 1.3381
*
```

No. 3
C4H8O2S in the gas phase in a non-equilibrium geometry. Source: OMol25; level of theory: ωB97M-V/def2-TZVPD.

## Properties
LUMO   0.686 eV
Energy relative to the best compared isomer or geometry (same formula, charge and spin)   1.893 eV
Calculated total energy   -19206.5052 eV

Geometry as ORCA input:
```
! wB97M-V def2-TZVPD RIJCOSX def2/J DEFGRID3
* xyz 0 1
C -2.0885 0.3627 0.4601
C 1.7694 0.1323 0.4456
C -0.6539 -0.3079 0.4239
C 0.4468 0.4238 -0.2294
O -2.3888 1.3348 -0.1859
O 0.4414 0.1314 -1.6118
S -1.0152 -1.9720 -0.1979
H -2.8463 -0.3290 0.8628
H 2.2646 -0.5728 -0.1947
H 2.3225 1.0069 0.5424
H 1.6165 -0.2416 1.4408
H -0.2741 -0.4467 1.5302
H 0.1074 1.4919 0.1179
H 1.2485 0.5061 -1.9252
H -0.9503 -1.5199 -1.4787
*
```

No. 4
C4H8O2S2 in the gas phase in a non-equilibrium geometry. Source: OMol25; level of theory: ωB97M-V/def2-TZVPD.

## Properties
LUMO   0.221 eV
Energy relative to the best compared isomer or geometry (same formula, charge and spin)   2.781 eV
Calculated total energy   -30041.0106 eV

Geometry as ORCA input:
```
! wB97M-V def2-TZVPD RIJCOSX def2/J DEFGRID3
* xyz 0 1
C -0.4240 -0.8185 -0.6664
C -1.5650 1.5342 -0.2403
C 0.4417 -0.3973 0.4978
C 1.8736 -0.9108 0.4162
O -2.5178 -0.6016 0.9491
O 1.3300 1.8524 -0.6089
S -2.1401 -0.1667 -0.3950
S 0.5065 1.4683 0.5275
H -0.0667 -0.3971 -1.6034
H -0.5022 -1.9044 -0.7502
H -1.4617 2.0054 -1.2058
H -2.1420 2.1123 0.4679
H -0.0352 -0.6864 1.4363
H 2.1911 -0.9544 -0.6242
H 1.9648 -1.9010 0.8585
H 2.5470 -0.2344 0.9409
*
```

No. 5
C4H8O2Si as an isolated structure in a non-equilibrium geometry. Source: OMol25; level of theory: ωB97M-V/def2-TZVPD.

## Properties
LUMO (alpha / beta)   -0.601 / -0.494 eV
Energy relative to the best compared isomer or geometry (same formula, charge and spin)   4.348 eV
Calculated total energy   -16245.9109 eV

Geometry as ORCA input:
```
! wB97M-V def2-TZVPD RIJCOSX def2/J DEFGRID3
* xyz 0 1
C -1.3168 -2.2693 1.2665
C 0.5763 0.6567 -0.3040
C 0.6356 0.2644 -1.7611
C 0.2542 2.1218 0.1195
O -1.8748 -1.5183 0.4480
O 0.7781 -0.2864 0.5345
Si 0.7488 -1.2129 1.8797
H -1.8048 -2.5909 2.2695
H -0.5897 -3.0834 0.9583
H 1.0266 1.1369 -2.3670
H -0.2883 -0.0586 -2.2476
H 1.4042 -0.4417 -1.8412
H 1.0304 2.8502 -0.1808
H 0.2462 2.1471 1.2918
H -0.8260 2.2846 -0.0662
*
```

No. 6
C4H8O3 in the gas phase. Source: OMol25; level of theory: ωB97M-V/def2-TZVPD.

## Properties
LUMO   0.866 eV
Energy relative to the best compared isomer or geometry (same formula, charge and spin)   1.427 eV
Calculated total energy   -10419.5765 eV

Geometry as ORCA input:
```
! wB97M-V def2-TZVPD RIJCOSX def2/J DEFGRID3
* xyz 0 1
C 2.4237 0.3435 0.0123
O 1.6493 0.7694 -1.0914
C 0.2847 0.8279 -0.8158
C -0.2931 -0.5272 -0.4227
O 0.2314 -1.5920 -0.6414
O -1.4734 -0.3992 0.2023
C -2.0464 -1.6471 0.6064
H 3.4704 0.3980 -0.2937
H 2.1874 -0.6924 0.2806
H 2.2620 0.9883 0.8906
H 0.0426 1.5640 -0.0326
H -0.2175 1.1500 -1.7359
H -2.1946 -2.2969 -0.2592
H -1.3833 -2.1546 1.3124
H -2.9970 -1.4030 1.0786
*
```

No. 7
A 2-piece molecular cluster, C4H8O3 overall. Source: OMol25; level of theory: ωB97M-V/def2-TZVPD.

## Properties
LUMO   -0.056 eV
Energy relative to the best compared isomer or geometry (same formula, charge and spin)   4.467 eV
Calculated total energy   -10416.5367 eV

Geometry as ORCA input:
```
! wB97M-V def2-TZVPD RIJCOSX def2/J DEFGRID3
* xyz 0 1
C -2.5612 -0.3605 0.7458
C -0.7800 -0.7400 -1.3537
O 0.0538 0.2470 -1.0258
C 1.0405 -0.0397 -0.0836
O 0.8532 -0.7491 0.8571
C 2.3104 0.7219 -0.3561
O 3.2402 0.5273 0.6633
H -2.3532 -0.6478 1.7788
H -2.3407 0.7040 0.6117
H -3.6057 -0.5520 0.4938
H -1.5500 -0.1867 -1.9420
H -1.9219 -0.9808 0.1208
H 2.6976 0.3846 -1.3295
H 2.0577 1.7859 -0.4627
H 2.8593 -0.1141 1.2823
*
```

No. 8
A 2-piece molecular cluster, C4H8O3 overall in a non-equilibrium geometry. Source: OMol25; level of theory: ωB97M-V/def2-TZVPD.

## Properties
LUMO   0.457 eV
Energy relative to the best compared isomer or geometry (same formula, charge and spin)   1.836 eV
Calculated total energy   -10419.1674 eV

Geometry as ORCA input:
```
! wB97M-V def2-TZVPD RIJCOSX def2/J DEFGRID3
* xyz 0 1
O 2.1506 1.7075 1.1909
C 1.0060 1.3609 1.1156
C 0.3928 0.6613 -0.0799
C -1.1108 0.9609 -0.2363
C -1.8294 -0.2052 -0.8328
O -2.9971 -0.4324 -0.6387
H 0.3383 1.5194 1.9869
H 0.5316 -0.4037 0.1227
H 0.9538 0.9221 -0.9752
H -1.5709 1.0367 0.7543
H -1.3010 1.8579 -0.8167
H -1.2327 -0.8362 -1.5154
H 1.3735 -2.4418 0.6649
H 1.9860 -3.1902 -0.4440
O 1.3094 -2.5173 -0.2963
*
```

No. 9
A 2-piece molecular cluster, C4H8O3 overall. Source: OMol25; level of theory: ωB97M-V/def2-TZVPD.

## Properties
LUMO   0.395 eV
Energy relative to the best compared isomer or geometry (same formula, charge and spin)   2.321 eV
Calculated total energy   -10418.6825 eV

Geometry as ORCA input:
```
! wB97M-V def2-TZVPD RIJCOSX def2/J DEFGRID3
* xyz 0 1
C -2.4900 0.3025 -1.2928
O -2.3310 -0.4188 -0.3387
C 0.0160 0.7321 -0.0419
O -0.2929 1.7613 0.5132
C 0.5519 -0.4721 0.6887
C 1.9850 -0.6810 0.1968
O 0.5059 -0.2701 2.0715
H -2.2673 1.3860 -1.2495
H -2.8376 -0.0925 -2.2635
H -0.0174 0.6372 -1.1474
H -0.0670 -1.3401 0.4160
H 2.0072 -0.9458 -0.8668
H 2.4506 -1.4839 0.7713
H 2.5662 0.2357 0.3446
H 0.2203 0.6494 2.1985
*
```

No. 10
A 2-piece molecular cluster, C4H8O3 overall. Source: OMol25; level of theory: ωB97M-V/def2-TZVPD.

## Properties
LUMO   -0.387 eV
Energy relative to the best compared isomer or geometry (same formula, charge and spin)   3.049 eV
Calculated total energy   -10417.9542 eV

Geometry as ORCA input:
```
! wB97M-V def2-TZVPD RIJCOSX def2/J DEFGRID3
* xyz 0 1
O 1.7047 0.8135 -0.5355
C 0.5361 1.0418 -1.3082
C -0.6373 0.6655 -0.4242
C -0.6585 -0.8276 -0.1275
O -0.3825 -1.6781 -0.9386
C -1.1368 -1.2467 1.2802
O -1.0183 -2.3667 1.6895
H 2.4332 0.5962 -1.1247
H 0.5147 0.4204 -2.2130
H 0.4651 2.0986 -1.6093
H -1.5861 0.9112 -0.9213
H -0.5911 1.2529 0.5018
H 1.0300 -0.3156 1.7463
H -1.5548 -0.4174 1.8920
H 0.8816 -0.9483 2.0925
*
```

No. 11
C4H8O3 in the gas phase. Source: OMol25; level of theory: ωB97M-V/def2-TZVPD.

## Properties
LUMO   0.823 eV
Energy relative to the best compared isomer or geometry (same formula, charge and spin)   0.773 eV
Calculated total energy   -10420.2308 eV

Geometry as ORCA input:
```
! wB97M-V def2-TZVPD RIJCOSX def2/J DEFGRID3
* xyz 0 1
C -2.4923 0.1541 0.1713
C -1.2929 -0.5979 -0.3686
O -0.1769 0.3149 -0.3096
C 1.0339 -0.2208 -0.1796
O 1.2859 -1.4033 -0.2647
C 2.0969 0.8108 0.1506
O 3.3159 0.1823 0.4113
H -2.2608 0.5674 1.1578
H -2.7707 0.9809 -0.4885
H -3.3490 -0.5189 0.2700
H -1.4345 -0.9220 -1.4055
H -1.0493 -1.4821 0.2277
H 2.1862 1.5198 -0.6851
H 1.7502 1.3829 1.0230
H 3.1574 -0.7681 0.2900
*
```

No. 12
C4H8O3 in the gas phase. Source: OMol25; level of theory: ωB97M-V/def2-TZVPD.

## Properties
LUMO   0.816 eV
Energy relative to the best compared isomer or geometry (same formula, charge and spin)   0.904 eV
Calculated total energy   -10420.0990 eV

Geometry as ORCA input:
```
! wB97M-V def2-TZVPD RIJCOSX def2/J DEFGRID3
* xyz 0 1
C 0.9704 1.7291 1.0026
C 1.1304 1.0676 -0.3544
O 0.7717 -0.3155 -0.1726
C -0.3702 -0.7283 -0.7274
O -0.8924 -0.2669 -1.7154
C -1.0262 -1.7900 0.1208
O -2.0829 -2.3912 -0.5594
H -0.0680 1.6443 1.3480
H 1.6116 1.2258 1.7346
H 1.2372 2.7902 0.9636
H 2.1654 1.0864 -0.7000
H 0.4909 1.5029 -1.1279
H -0.2837 -2.5288 0.4398
H -1.3583 -1.2511 1.0269
H -2.2958 -1.7746 -1.2793
*
```

No. 13
A 2-piece molecular cluster, C4H8O3 overall in a non-equilibrium geometry. Source: OMol25; level of theory: ωB97M-V/def2-TZVPD.

## Properties
LUMO   -0.385 eV
Energy relative to the best compared isomer or geometry (same formula, charge and spin)   2.876 eV
Calculated total energy   -10418.1274 eV

Geometry as ORCA input:
```
! wB97M-V def2-TZVPD RIJCOSX def2/J DEFGRID3
* xyz 0 1
C -0.8290 0.6743 -1.2390
C -0.7738 0.1004 0.1828
O 0.3780 -2.0179 -0.5680
C 0.4181 -0.0247 1.0164
O 0.5574 -0.8840 1.8694
C 1.4252 1.1153 0.8492
O 2.5281 1.0292 1.3145
H -1.1085 -0.0806 -1.9881
H -1.6077 1.4362 -1.2447
H 0.1068 1.1212 -1.5892
H -1.4857 -0.7131 0.3257
H -0.3190 -2.6761 -0.6188
H -0.9426 0.8711 1.0584
H 0.5510 -1.9411 0.3888
H 1.1014 1.9899 0.2425
*
```

No. 14
C4H8O3 in the gas phase in a non-equilibrium geometry. Source: OMol25; level of theory: ωB97M-V/def2-TZVPD.

## Properties
LUMO (alpha / beta)   0.574 / 0.574 eV
Energy relative to the best compared isomer or geometry (same formula, charge and spin)   5.127 eV
Calculated total energy   -10415.8767 eV

Geometry as ORCA input:
```
! wB97M-V def2-TZVPD RIJCOSX def2/J DEFGRID3
* xyz 0 1
C 0.1411 -0.4345 1.9847
C -0.0543 0.5560 0.0655
C 0.9365 -0.6607 -0.1792
C -0.9690 0.9126 -1.0520
O -0.8405 0.1797 1.1972
O 2.1552 -0.2180 -0.5903
O 0.6618 -1.8918 -0.6352
H -0.3937 -1.4009 2.4474
H 0.8621 0.3043 2.4623
H 0.7672 1.3096 0.4092
H -1.6810 0.0987 -0.9303
H -0.4066 0.8847 -2.0267
H -1.4100 1.8206 -0.9116
H 2.6884 -0.9454 -0.9993
H -0.0347 -2.4207 -0.1880
*
```

No. 15
C4H8O3 in the gas phase in a non-equilibrium geometry. Source: OMol25; level of theory: ωB97M-V/def2-TZVPD.

## Properties
LUMO   0.500 eV
Energy relative to the best compared isomer or geometry (same formula, charge and spin)   2.345 eV
Calculated total energy   -10418.6584 eV

Geometry as ORCA input:
```
! wB97M-V def2-TZVPD RIJCOSX def2/J DEFGRID3
* xyz 0 1
C -0.9091 0.6526 -1.3973
C -0.7231 -0.5012 -0.4251
O -0.0723 -1.5502 -1.1030
C 0.0747 -0.1360 0.8313
O 0.4229 -1.1879 1.6322
C 1.2568 0.7442 0.7715
O 2.1523 0.4631 1.5594
H -1.5556 0.3381 -2.2212
H -1.3772 1.5129 -0.9055
H 0.0498 0.9586 -1.8294
H -1.7083 -0.8303 -0.0588
H 0.1647 -2.1890 -0.4125
H -0.4459 0.7474 1.3604
H 1.4455 -0.7064 1.9835
H 1.2460 1.6783 0.1999
*
```

No. 16
C4H8O3 as an isolated structure in a non-equilibrium geometry. Source: OMol25; level of theory: ωB97M-V/def2-TZVPD.

## Properties
LUMO   0.180 eV
Energy relative to the best compared isomer or geometry (same formula, charge and spin)   5.718 eV
Calculated total energy   -10415.2859 eV

Geometry as ORCA input:
```
! wB97M-V def2-TZVPD RIJCOSX def2/J DEFGRID3
* xyz 0 1
O 1.1121 -0.6393 0.7174
C 0.6056 0.3052 1.7463
C -0.8435 0.3588 1.2388
C -0.6728 0.2590 -0.3122
O -0.6901 1.2280 -1.0240
C -0.5754 -1.3334 -1.6270
O -0.4872 -0.7304 -2.8735
H 1.9677 -1.4199 0.3514
H 1.1862 1.2341 1.6305
H 0.6505 -0.1361 2.7309
H -1.3128 1.2816 1.5854
H -1.4081 -0.5238 1.5630
H 0.1982 -2.1389 -1.6585
H -1.5542 -1.7897 -1.4636
H -0.4892 0.2170 -2.6635
*
```

No. 17
C4H8O3 in the gas phase. Source: OMol25; level of theory: ωB97M-V/def2-TZVPD.

## Properties
LUMO   0.854 eV
Energy relative to the best compared isomer or geometry (same formula, charge and spin)   4.207 eV
Calculated total energy   -10416.7964 eV

Geometry as ORCA input:
```
! wB97M-V def2-TZVPD RIJCOSX def2/J DEFGRID3
* xyz 0 1
C 1.5761 -1.7143 -1.1736
O 0.7221 -1.5706 -0.0420
C -0.6128 -0.6298 -0.4230
O -1.0425 -0.7310 -1.5188
C -0.5127 0.1809 0.7190
C -1.1571 1.5401 0.7114
O -0.3395 2.4029 1.4850
H 1.9631 -0.7389 -1.4947
H 2.4049 -2.3675 -0.8933
H 0.9978 -2.1574 -1.9888
H -0.5450 -0.3673 1.6620
H 0.7971 -0.5174 0.5000
H -1.2448 1.8942 -0.3278
H -2.1764 1.5069 1.1286
H -0.8127 3.2369 1.5921
*
```